1.
The following is a DFT calculation (wB97M-V/def2-TZVPD) of a molecular structure, C23H32BNO7Sn.

Output
Max |F|: 0.598 eV/Å
ΔE to the lowest compared entry with this formula, charge and spin: 25.5 kcal per mole
E_tot: -1716.362742 Eh
Orbital gap: 9.54 eV

ORCA input file:
```
! RIJCOSX wB97M-V def2-TZVPD def2/J DEFGRID3
* xyz 0 1
Sn -0.0341 0.2631 -0.0330
O 3.3870 -0.5039 -0.9772
C 2.3965 -0.1006 -1.5315
O 1.1909 -0.6611 -1.4023
C 2.4692 1.0759 -2.5049
C 1.3357 1.0490 -3.5405
C 1.6244 2.0342 -4.6809
C 1.3163 3.3906 -3.9986
C 0.9524 2.9295 -2.5836
O 0.2673 1.6896 -2.8282
C 2.2420 2.4769 -1.8482
C 2.0443 2.6168 -0.3356
O 2.4334 3.6335 0.1978
O 1.4334 1.6634 0.3248
H 3.4513 1.0294 -2.9721
H 1.0383 0.0500 -3.8452
H 2.6511 1.9537 -5.0369
H 0.9558 1.8508 -5.5210
H 2.1625 4.0758 -3.9959
H 0.4696 3.8909 -4.4664
H 0.3160 3.6061 -2.0188
H 3.0578 3.1553 -2.0816
C -1.5080 -2.2887 -1.5944
N -1.9482 -1.0742 -0.9057
C -2.9308 -1.4057 0.1338
C -2.5151 -0.1021 -1.8523
C -2.6096 1.2666 -1.2283
C -3.6574 2.1349 -1.5008
C -3.6596 3.4131 -0.9548
C -2.6176 3.8279 -0.1366
C -1.5661 2.9600 0.1434
C -1.5686 1.6885 -0.4131
H -2.3576 -2.8015 -2.0610
H -1.0332 -2.9613 -0.8813
H -0.7760 -2.0308 -2.3555
H -3.8094 -1.8973 -0.3002
H -3.2544 -0.4987 0.6452
H -2.4823 -2.0766 0.8671
H -3.4936 -0.4406 -2.2158
H -1.8323 -0.0298 -2.7017
H -4.4766 1.8152 -2.1365
H -4.4819 4.0836 -1.1691
H -2.6228 4.8257 0.2838
H -0.7361 3.2850 0.7611
C 2.7296 -1.8842 3.5425
C 1.4831 -2.5647 2.9930
C 1.6991 -4.0630 2.9014
O 1.3063 -2.0515 1.6398
B 0.3469 -1.1050 1.6954
O -0.3268 -1.0325 2.8762
C 0.1559 -2.1282 3.7122
C -0.9282 -3.1973 3.6863
C 0.3438 -1.6014 5.1218
H 3.5600 -2.0928 2.8689
H 2.9755 -2.2559 4.5375
H 2.6007 -0.8022 3.5827
H 2.6317 -4.2485 2.3693
H 0.8945 -4.5532 2.3568
H 1.7742 -4.5005 3.8984
H -1.1029 -3.5491 2.6684
H -1.8563 -2.7685 4.0641
H -0.6538 -4.0471 4.3116
H 0.9692 -0.7114 5.1306
H 0.8018 -2.3643 5.7538
H -0.6279 -1.3407 5.5415
*
```

2.
The following is a DFT calculation (wB97M-V/def2-TZVPD) of a molecular structure, C23H32BrClFInKLiMgNaO18S3 in a non-equilibrium geometry.

Output
Max |F|: 6.577 eV/Å
E_tot: -7737.495524 Eh
Orbital gap: 1.07 eV

ORCA input file:
```
! RIJCOSX wB97M-V def2-TZVPD def2/J DEFGRID3
* xyz 1 1
C 6.0323 0.3878 2.6929
C 5.6187 0.5750 1.4451
C 5.0816 0.8312 -0.0692
In 4.2171 -1.1383 -0.9031
C 5.8059 -2.7383 -1.0029
C 6.4893 -3.0936 0.4012
C 7.3641 -4.2783 0.4105
C 2.6922 -1.8112 0.6180
C 1.3906 -2.5884 0.0170
C 0.1498 -2.7443 1.0563
C 0.4023 -3.8225 2.2550
S 1.6039 -3.2712 3.5783
O 1.7813 -1.7483 3.6937
O 1.0281 -3.7422 4.9542
O 3.0860 -4.0797 3.4157
S 3.2961 -0.8999 -3.2327
O 2.4613 0.3398 -3.3979
O 4.5097 -0.9059 -4.1522
F 2.4382 -2.3273 -3.6203
H 6.7355 0.1222 3.5559
H 5.8718 1.2683 -0.7622
H 4.1586 1.5173 0.0408
H 5.3522 -3.7247 -1.4120
H 6.6569 -2.4370 -1.7233
H 6.3302 -2.4441 1.3435
H 6.9131 -5.3262 0.5674
H 8.4836 -4.2204 0.2044
H 3.2792 -2.4201 1.3994
H 2.2833 -0.8345 1.1250
H 1.6811 -3.5928 -0.4874
H 0.9939 -1.9177 -0.8393
H -0.7368 -3.1522 0.4305
H -0.1768 -1.6852 1.4017
H 0.7093 -4.8726 1.8621
H -0.6428 -3.9922 2.7947
H 2.8554 -4.8630 2.8345
K -0.6208 -1.6822 3.6283
C -0.0401 -0.4134 9.0112
C -1.2634 0.0013 8.1918
O -2.2892 -0.6945 8.3707
O -1.0802 0.9891 7.4419
H -0.2604 -1.2762 9.6423
H 0.7830 -0.6746 8.3415
H 0.2736 0.4134 9.6516
Mg 3.0862 -4.7440 -0.4954
C -2.1923 3.0305 0.4521
C -0.8250 3.4438 0.0056
O -0.0123 2.3513 0.4117
C -0.8162 1.2653 0.5116
O -0.4230 0.1274 0.6644
O -2.1260 1.6075 0.3993
H -2.9744 3.4058 -0.1976
H -2.4082 3.3356 1.4801
H -0.7547 3.5517 -1.0778
H -0.4938 4.3709 0.4759
C -4.4727 5.6094 -4.4891
C -4.0256 5.5044 -3.2351
C -3.0107 4.4798 -2.8556
O -2.6096 4.4231 -1.7022
C -2.5332 3.5663 -3.8969
C -2.9829 3.6694 -5.1500
C -3.9775 4.7113 -5.5346
O -4.3528 4.7857 -6.6944
O -2.5461 2.8260 -6.1245
O -4.4787 6.3297 -2.2536
H -5.2074 6.3491 -4.7782
H -1.8100 2.8160 -3.6049
H -3.0132 3.1027 -6.9377
H -4.0060 6.0562 -1.4437
Cl 0.2309 1.7088 2.9381
Li -0.0951 -5.1677 3.9109
C -4.4300 -0.2914 -3.1564
C -5.5860 -1.1502 -2.6646
O -6.6112 -0.2221 -2.2904
S -6.5317 1.0816 -3.2509
O -7.4936 0.9221 -4.2975
O -6.4612 2.2483 -2.4289
O -5.0448 0.7910 -3.8709
H -3.8658 0.1300 -2.3201
H -3.7521 -0.8437 -3.8084
H -5.3053 -1.7748 -1.8168
H -5.9794 -1.7812 -3.4670
Br -5.2824 2.0980 -5.5534
Na 3.4707 -0.7423 3.2058
*
```

3.
The following is a DFT calculation (wB97M-V/def2-TZVPD) of a molecular structure, C23H32Cl2N2RuS5 in a non-equilibrium geometry.

Output
Max |F|: 1.613 eV/Å
Expectation value of S²: 0.7585
ΔE to the lowest compared entry with this formula, charge and spin: 8.8 kcal per mole
E_tot: -4011.141645 Eh
Orbital gap (spin up / spin down): 7.03 / 6.24 eV

ORCA input file:
```
! RIJCOSX wB97M-V def2-TZVPD def2/J DEFGRID3
* xyz 1 2
Ru -0.6474 0.1320 -0.4744
C -3.6016 -0.8195 -1.0260
N -2.8014 -0.1764 0.0600
C -2.7463 -1.0677 1.2476
C -1.8086 -2.2232 0.9868
N -0.4491 -1.6952 0.6897
C 0.2172 -1.2864 1.9467
C 0.3256 -2.6783 -0.0692
C 1.0749 -3.6701 0.5447
C 1.7544 -4.5973 -0.2320
C 1.6714 -4.5386 -1.6169
C 0.9135 -3.5565 -2.2319
C 0.2262 -2.6197 -1.4625
S -0.7915 -1.3976 -2.2025
C -3.5285 1.0539 0.3991
C -4.7953 1.0246 0.9643
C -5.4706 2.2130 1.1907
C -4.8880 3.4233 0.8390
C -3.6272 3.4499 0.2717
C -2.9426 2.2573 0.0545
S -1.3333 2.2756 -0.6403
H -4.5941 -1.0622 -0.6439
H -3.1162 -1.7128 -1.3967
H -3.6964 -0.1079 -1.8434
H -3.7430 -1.4394 1.4929
H -2.4055 -0.4714 2.0938
H -2.1354 -2.8186 0.1365
H -1.7609 -2.8841 1.8562
H 0.2958 -2.1156 2.6523
H -0.3562 -0.4883 2.4168
H 1.1922 -0.8840 1.7066
H 1.1411 -3.7319 1.6226
H 2.3424 -5.3685 0.2464
H 2.2040 -5.2604 -2.2215
H 0.8508 -3.5017 -3.3108
H -5.2683 0.0882 1.2310
H -6.4568 2.1923 1.6335
H -5.4213 4.3491 1.0066
H -3.1612 4.3875 -0.0021
C 3.5198 1.0299 2.7131
C 2.9029 2.3833 2.3815
S 1.3454 2.3718 1.4451
C 1.8608 2.8355 -0.2267
C 2.6195 1.8028 -1.0350
S 1.8313 0.1645 -1.1551
C 3.2147 -0.9283 -0.6692
C 3.7235 -1.0903 0.7540
S 4.6165 0.3349 1.4427
H 2.7551 0.2951 2.9697
H 4.1480 1.1483 3.5970
H 3.6175 3.0142 1.8510
H 2.6600 2.8931 3.3154
H 2.4629 3.7434 -0.1561
H 0.9339 3.1087 -0.7305
H 3.6005 1.6379 -0.5961
H 2.7444 2.1519 -2.0615
H 4.0275 -0.5643 -1.2996
H 2.9108 -1.8993 -1.0644
H 4.4583 -1.8978 0.7249
H 2.9532 -1.4086 1.4477
Cl 0.0501 1.5245 -3.6587
C 0.8186 2.9742 -4.3309
Cl 2.5020 2.6817 -4.7821
H 0.7924 3.7514 -3.5759
H 0.2678 3.2679 -5.2160
*
```

Copy entry 1 word for word.
The following is a DFT calculation (wB97M-V/def2-TZVPD) of a molecular structure, C23H32BNO7Sn.

Output
Max |F|: 0.598 eV/Å
ΔE to the lowest compared entry with this formula, charge and spin: 25.5 kcal per mole
E_tot: -1716.362742 Eh
Orbital gap: 9.54 eV

ORCA input file:
```
! RIJCOSX wB97M-V def2-TZVPD def2/J DEFGRID3
* xyz 0 1
Sn -0.0341 0.2631 -0.0330
O 3.3870 -0.5039 -0.9772
C 2.3965 -0.1006 -1.5315
O 1.1909 -0.6611 -1.4023
C 2.4692 1.0759 -2.5049
C 1.3357 1.0490 -3.5405
C 1.6244 2.0342 -4.6809
C 1.3163 3.3906 -3.9986
C 0.9524 2.9295 -2.5836
O 0.2673 1.6896 -2.8282
C 2.2420 2.4769 -1.8482
C 2.0443 2.6168 -0.3356
O 2.4334 3.6335 0.1978
O 1.4334 1.6634 0.3248
H 3.4513 1.0294 -2.9721
H 1.0383 0.0500 -3.8452
H 2.6511 1.9537 -5.0369
H 0.9558 1.8508 -5.5210
H 2.1625 4.0758 -3.9959
H 0.4696 3.8909 -4.4664
H 0.3160 3.6061 -2.0188
H 3.0578 3.1553 -2.0816
C -1.5080 -2.2887 -1.5944
N -1.9482 -1.0742 -0.9057
C -2.9308 -1.4057 0.1338
C -2.5151 -0.1021 -1.8523
C -2.6096 1.2666 -1.2283
C -3.6574 2.1349 -1.5008
C -3.6596 3.4131 -0.9548
C -2.6176 3.8279 -0.1366
C -1.5661 2.9600 0.1434
C -1.5686 1.6885 -0.4131
H -2.3576 -2.8015 -2.0610
H -1.0332 -2.9613 -0.8813
H -0.7760 -2.0308 -2.3555
H -3.8094 -1.8973 -0.3002
H -3.2544 -0.4987 0.6452
H -2.4823 -2.0766 0.8671
H -3.4936 -0.4406 -2.2158
H -1.8323 -0.0298 -2.7017
H -4.4766 1.8152 -2.1365
H -4.4819 4.0836 -1.1691
H -2.6228 4.8257 0.2838
H -0.7361 3.2850 0.7611
C 2.7296 -1.8842 3.5425
C 1.4831 -2.5647 2.9930
C 1.6991 -4.0630 2.9014
O 1.3063 -2.0515 1.6398
B 0.3469 -1.1050 1.6954
O -0.3268 -1.0325 2.8762
C 0.1559 -2.1282 3.7122
C -0.9282 -3.1973 3.6863
C 0.3438 -1.6014 5.1218
H 3.5600 -2.0928 2.8689
H 2.9755 -2.2559 4.5375
H 2.6007 -0.8022 3.5827
H 2.6317 -4.2485 2.3693
H 0.8945 -4.5532 2.3568
H 1.7742 -4.5005 3.8984
H -1.1029 -3.5491 2.6684
H -1.8563 -2.7685 4.0641
H -0.6538 -4.0471 4.3116
H 0.9692 -0.7114 5.1306
H 0.8018 -2.3643 5.7538
H -0.6279 -1.3407 5.5415
*
```

What is the formula in the third record?
C23H32Cl2N2RuS5

Among the records above, which one has the lowest max |F|?
C23H32BNO7Sn